Density functional theory data (wB97M-V/def2-TZVPD) for a structure of composition C47H50ClHfN7O5SbSe4 in a non-equilibrium geometry.

Calculated values
- HOMO-LUMO gap: 4.630 eV
- ΔE to the lowest compared entry with this formula, charge and spin: 0.0 kcal/mol
- LUMO energy: 0.378 eV

Geometry as ORCA input:
```
! RIJCOSX wB97M-V def2-TZVPD def2/J DEFGRID3
* xyz -1 1
Hf -10.749 -7.143 18.436
C -11.110 -6.902 11.850
C -9.845 -6.719 12.736
C -9.973 -7.354 14.103
C -9.656 -8.673 14.496
C -9.137 -9.765 13.581
C -10.249 -10.493 12.809
C -10.170 -8.822 15.766
N -10.701 -7.687 16.272
C -10.634 -6.806 15.197
C -11.256 -5.537 15.156
C -11.997 -5.063 16.153
C -12.728 -3.801 16.157
C -12.850 -2.906 14.971
C -14.168 -3.110 14.214
C -13.205 -3.630 17.392
C -12.933 -4.829 18.147
C -13.368 -4.973 19.497
C -12.922 -5.888 20.343
N -12.183 -7.019 20.002
C -12.011 -7.684 21.191
C -11.643 -8.945 21.386
C -11.590 -9.856 20.273
N -11.348 -9.552 19.038
C -11.178 -10.805 18.290
C -10.423 -10.189 16.300
C -11.507 -11.892 19.317
C -11.710 -11.309 20.504
C -11.998 -11.947 21.810
C -13.426 -11.759 22.258
C -11.556 -13.374 19.127
C -12.924 -13.950 18.835
C -12.478 -6.855 22.337
C -13.075 -5.805 21.753
C -13.820 -4.720 22.475
C -15.253 -5.274 22.740
C -12.127 -7.137 23.743
C -10.679 -6.709 23.962
N -12.172 -5.692 17.416
C -14.059 -2.541 17.885
C -15.532 -2.958 17.751
H -10.845 -6.891 10.768
H -11.855 -6.110 12.035
H -11.652 -7.816 12.131
H -9.639 -5.619 12.860
H -8.978 -7.154 12.269
H -8.591 -10.502 14.177
H -8.415 -9.382 12.898
H -11.005 -10.994 13.477
H -9.804 -11.294 12.248
H -10.814 -9.839 12.142
H -11.075 -4.975 14.246
H -12.054 -3.030 14.225
H -12.781 -1.888 15.314
H -14.344 -4.165 13.883
H -14.259 -2.495 13.306
H -14.997 -2.817 14.863
H -13.949 -4.198 19.890
H -11.731 -9.368 22.403
H -10.166 -10.845 15.494
H -11.339 -11.536 22.585
H -11.814 -13.007 21.744
H -13.695 -10.696 22.352
H -13.547 -12.218 23.277
H -14.119 -12.300 21.582
H -11.207 -13.831 20.025
H -10.842 -13.755 18.418
H -13.573 -13.853 19.715
H -12.865 -15.028 18.583
H -13.447 -13.398 18.017
H -13.856 -3.783 21.937
H -13.249 -4.460 23.363
H -15.799 -5.415 21.821
H -15.836 -4.569 23.330
H -15.178 -6.202 23.280
H -12.252 -8.160 24.049
H -12.787 -6.579 24.394
H -10.001 -7.342 23.382
H -10.435 -6.753 25.045
H -10.566 -5.696 23.599
H -13.936 -1.612 17.301
H -13.812 -2.325 18.939
H -15.764 -3.231 16.727
H -16.202 -2.118 18.096
H -15.730 -3.853 18.334
O -5.309 -9.105 21.259
C -5.472 -9.556 20.029
O -4.596 -10.105 19.432
C -6.890 -9.543 19.526
C -7.414 -10.525 18.673
Cl -6.553 -11.945 18.256
N -8.629 -10.161 18.223
N -8.869 -8.902 18.642
C -7.904 -8.559 19.484
C -8.300 -7.423 20.373
O -7.633 -7.138 21.364
O -9.370 -6.829 19.990
C -9.768 -10.872 17.550
C -11.817 -10.588 16.900
C -12.297 -11.839 16.159
C -11.514 -12.889 15.920
C -10.119 -13.051 16.331
C -9.384 -12.278 17.130
H -6.078 -8.553 21.503
H -12.602 -9.805 16.904
H -13.349 -11.889 15.822
H -11.951 -13.713 15.398
H -9.621 -14.017 16.100
H -8.433 -12.691 17.420
O -9.584 -5.498 17.943
N -9.485 -4.256 18.223
Se -12.360 -0.758 20.862
Sb -10.249 -0.497 19.848
Se -10.574 -3.624 19.538
Se -8.439 -0.794 21.340
Se -10.168 0.914 17.948
*
```


Density functional theory data (wB97M-V/def2-TZVPD) for an isolated molecule of C12H25N5O3 in a non-equilibrium geometry.

Calculated values
- HOMO-LUMO gap: 9.810 eV
- ΔE to the lowest compared entry with this formula, charge and spin: 75.9 kcal/mol
- LUMO energy: 0.552 eV

Geometry as ORCA input:
```
! RIJCOSX wB97M-V def2-TZVPD def2/J DEFGRID3
* xyz 0 1
H -3.536 -1.135 -2.049
N -2.637 -1.330 -1.575
C -2.852 -1.765 -0.402
N -4.233 -1.921 0.030
N -1.882 -2.343 0.467
C -0.575 -2.446 -0.171
C 0.553 -2.779 0.770
C 1.928 -2.524 0.095
C 2.355 -1.112 -0.207
N 1.763 -0.431 -1.315
C 1.030 0.790 -1.375
O 0.353 1.073 -2.373
C 1.134 1.761 -0.204
N 1.075 3.134 -0.751
C -0.045 1.548 0.815
C 0.154 2.486 1.988
C -1.553 1.605 0.173
C -2.071 3.075 -0.278
C 3.819 -1.016 -0.244
O 4.628 -1.203 -1.064
O 4.267 -0.356 0.938
H -4.381 -1.702 1.004
H -4.777 -1.349 -0.567
H -1.866 -2.208 1.440
H -0.774 -3.147 -0.899
H -0.296 -1.651 -0.830
H 0.452 -3.844 1.203
H 0.212 -2.057 1.580
H 1.853 -3.147 -0.735
H 2.715 -3.081 0.664
H 2.175 -0.596 0.685
H 1.452 -0.935 -2.103
H 2.067 1.464 0.331
H 2.006 3.290 -1.149
H 0.382 3.060 -1.550
H 0.174 0.493 1.112
H 1.258 2.779 2.175
H -0.327 2.065 2.881
H -0.579 3.249 1.737
H -1.655 0.893 -0.703
H -2.386 1.301 0.970
H -2.878 2.930 -0.951
H -2.368 3.725 0.538
H -1.337 3.700 -0.882
H 5.204 -0.342 0.786
*
```


Density functional theory data (wB97M-V/def2-TZVPD) for a structure of composition C35H42AsCl2GaN2O3 in a non-equilibrium geometry.

Calculated values
- HOMO-LUMO gap: 6.644 eV
- ΔE to the lowest compared entry with this formula, charge and spin: 80.1 kcal/mol
- LUMO energy: 0.174 eV

Geometry as ORCA input:
```
! RIJCOSX wB97M-V def2-TZVPD def2/J DEFGRID3
* xyz 0 1
O 0.407 0.750 -4.517
C -0.428 0.724 -5.448
C -0.155 1.663 -6.592
C 1.049 2.425 -6.565
H 1.827 2.196 -5.821
C 1.236 3.474 -7.469
H 2.114 4.112 -7.368
C 0.299 3.712 -8.476
H 0.426 4.547 -9.149
C -0.787 2.854 -8.614
H -1.492 3.012 -9.420
C -0.991 1.807 -7.714
H -1.800 1.089 -7.860
H -1.295 -0.008 -5.496
C -2.449 1.981 -1.057
C -1.919 0.832 -0.297
H -3.226 2.482 -0.469
H -2.874 1.741 -2.040
H -1.675 2.733 -1.217
C -2.362 0.436 0.879
C -3.419 1.056 1.797
H -1.875 -0.428 1.346
H -3.983 1.898 1.375
H -2.994 1.409 2.752
H -4.182 0.323 2.091
Ga -0.050 -0.077 -0.951
Cl 0.789 1.838 -0.299
Cl -1.126 -0.697 -2.743
H 3.948 0.061 -3.372
H 5.548 0.937 -1.849
C 3.116 0.075 -2.659
C 4.779 1.042 -1.060
N 3.668 0.116 -1.297
H 2.494 -0.812 -2.786
C 2.937 -0.298 -0.265
O 1.873 -0.982 -0.438
H 5.225 0.829 -0.073
H 3.275 0.008 0.747
H 2.487 0.963 -2.831
H 4.405 2.087 -1.056
H -1.200 -4.978 1.518
H -0.298 -5.940 -0.606
C -1.702 -4.193 0.946
C -0.776 -5.127 -1.170
N -0.964 -3.971 -0.298
H -1.782 -3.301 1.562
C -0.488 -2.821 -0.737
O -0.550 -1.750 -0.031
H -0.126 -4.810 -1.998
H -0.043 -2.830 -1.751
H -2.706 -4.565 0.713
H -1.740 -5.469 -1.573
C -0.668 3.427 5.488
C 0.042 3.578 4.289
C 0.403 2.443 3.554
C 0.090 1.168 4.054
C -0.622 1.018 5.248
C -0.998 2.155 5.971
As 0.554 -0.366 2.915
C 2.480 -0.524 3.368
C 3.167 -1.618 2.820
C 4.531 -1.791 3.072
C 5.217 -0.849 3.845
C 4.539 0.246 4.388
C 3.168 0.416 4.151
C -0.279 -1.818 3.966
C 0.557 -2.782 4.539
C 0.001 -3.924 5.114
C -1.378 -4.099 5.134
C -2.222 -3.107 4.632
C -1.680 -1.966 4.029
H -0.953 4.311 6.059
H 0.312 4.577 3.938
H 0.917 2.531 2.595
H -0.884 0.022 5.596
H -1.544 2.038 6.912
H 2.634 -2.332 2.189
H 5.047 -2.662 2.671
H 6.279 -0.991 4.051
H 5.079 0.967 5.010
H 2.639 1.279 4.550
H 1.636 -2.636 4.519
H 0.649 -4.684 5.554
H -1.798 -5.003 5.562
H -3.299 -3.234 4.721
H -2.338 -1.190 3.624
*
```


Density functional theory data (wB97M-V/def2-TZVPD) for an isolated molecule of C4H8N2O in a non-equilibrium geometry.

Calculated values
- HOMO-LUMO gap (alpha / beta): 8.023 / 8.023 eV
- ΔE to the lowest compared entry with this formula, charge and spin: 142.7 kcal/mol
- LUMO energy (alpha / beta): -0.933 / -0.935 eV

Geometry as ORCA input:
```
! RIJCOSX wB97M-V def2-TZVPD def2/J DEFGRID3
* xyz 0 1
C 1.649 -1.732 -0.327
N 0.850 -0.768 -1.038
C 0.669 0.553 -0.341
C -0.644 0.426 0.414
C -1.816 1.050 0.516
N -2.012 2.453 0.802
O -3.099 2.993 0.462
H 2.795 -1.484 -0.475
H 1.497 -1.547 0.779
H 1.393 -2.729 -0.632
H -0.166 -1.036 -1.183
H 0.746 1.299 -1.203
H 1.493 0.558 0.355
H -0.681 -0.646 0.868
H -2.674 0.609 1.003
*
```


Density functional theory data (wB97M-V/def2-TZVPD) for a structure of composition C18H37ClF7N2O14P4 in a non-equilibrium geometry.

Calculated values
- HOMO-LUMO gap: 7.478 eV
- ΔE to the lowest compared entry with this formula, charge and spin: 254.2 kcal/mol
- LUMO energy: 2.083 eV

Geometry as ORCA input:
```
! RIJCOSX wB97M-V def2-TZVPD def2/J DEFGRID3
* xyz -1 1
C 4.409 3.261 -0.211
C 2.891 3.870 -0.344
C 2.270 3.753 -1.886
C 0.821 4.473 -1.859
C 0.746 5.447 -3.217
P -0.714 3.401 -1.582
C -1.723 4.961 -0.991
C -3.114 4.991 -1.915
O -4.322 4.631 -1.475
O -0.376 2.919 0.094
C -0.511 1.425 0.143
O -1.934 1.111 0.502
N -1.885 0.463 1.682
O -2.770 -0.373 1.788
P 0.401 0.923 1.720
N 0.272 2.372 2.815
O 2.110 0.692 1.520
C -0.306 0.712 -1.294
Cl -2.035 -0.003 -1.597
C 0.582 -0.640 -1.512
F 0.574 -1.580 -0.329
F -0.163 -1.422 -2.574
C 2.083 -0.413 -2.136
F 2.031 0.227 -3.504
F 2.981 0.437 -1.322
C 2.922 -1.837 -2.384
F 3.220 -2.569 -1.130
F 2.334 -2.677 -3.464
F 4.262 -1.389 -2.921
O -0.105 1.876 -2.222
H 4.976 3.493 -1.234
H 4.469 2.103 -0.051
H 5.021 3.767 0.653
H 2.136 3.496 0.478
H 2.997 5.045 -0.157
H 2.988 4.447 -2.542
H 2.345 2.691 -2.350
H 0.857 5.251 -0.953
H 1.270 4.936 -4.131
H 1.343 6.432 -2.907
H -0.361 5.776 -3.409
H -0.994 3.704 -2.994
H -2.046 2.818 -1.642
H -1.933 4.771 0.145
H -1.179 5.969 -1.222
H -2.995 5.419 -3.022
H 0.796 3.178 2.410
H -0.757 2.602 2.939
H 2.553 1.423 0.999
C 1.243 -0.706 6.734
O 0.119 -0.004 7.220
P -1.346 -0.642 7.030
O -2.469 0.236 7.492
O -1.248 -2.058 7.791
C -1.002 -2.020 9.184
O -1.386 -1.057 5.474
C -2.618 -0.921 4.798
H 2.049 -0.618 7.468
H 1.030 -1.766 6.574
H 1.570 -0.255 5.794
H -1.438 -1.128 9.643
H 0.077 -2.030 9.360
H -1.443 -2.907 9.645
H -2.702 0.097 4.407
H -3.464 -1.136 5.456
H -2.642 -1.624 3.961
C -1.853 -3.780 -4.847
O -2.309 -4.698 -3.877
P -1.594 -6.135 -3.760
O -2.226 -7.063 -2.768
O -0.055 -5.773 -3.451
C 0.211 -5.090 -2.241
O -1.554 -6.668 -5.279
C -1.724 -8.056 -5.484
H -1.844 -2.782 -4.400
H -0.844 -4.015 -5.197
H -2.542 -3.782 -5.695
H -0.502 -5.369 -1.459
H 0.157 -4.012 -2.415
H 1.220 -5.344 -1.906
H -2.792 -8.278 -5.559
H -1.279 -8.640 -4.674
H -1.238 -8.337 -6.422
*
```


Density functional theory data (wB97M-V/def2-TZVPD) for a structure of composition CH10FeO8 in a non-equilibrium geometry.

Calculated values
- HOMO-LUMO gap (alpha / beta): 2.935 / 2.598 eV
- ΔE to the lowest compared entry with this formula, charge and spin: 80.9 kcal/mol
- LUMO energy (alpha / beta): -1.339 / -1.317 eV

Geometry as ORCA input:
```
! RIJCOSX wB97M-V def2-TZVPD def2/J DEFGRID3
* xyz 0 5
Fe 0.113 0.190 0.144
C -0.549 -1.572 -2.414
O -0.661 -2.817 -2.348
O 0.060 -0.817 -1.664
O -1.330 -1.156 -3.316
O -0.672 1.886 -0.827
H -0.846 2.806 -0.628
H -0.506 1.871 -1.770
O 1.052 -1.493 1.139
H 1.172 -2.437 1.044
H 1.472 -1.280 1.973
O 0.197 1.098 2.190
H 0.786 1.088 2.944
H -0.632 1.428 2.536
O 1.915 0.982 -0.205
H 2.059 1.722 -0.796
H 2.728 0.479 -0.248
O -1.771 -0.540 0.620
H -2.633 -0.305 0.278
H -1.955 -1.134 1.348
*
```


Density functional theory data (wB97M-V/def2-TZVPD) for a structure of composition C5H6O2.

Calculated values
- HOMO-LUMO gap: 11.094 eV
- ΔE to the lowest compared entry with this formula, charge and spin: 37.0 kcal/mol
- LUMO energy: 0.847 eV

Geometry as ORCA input:
```
! RIJCOSX wB97M-V def2-TZVPD def2/J DEFGRID3
* xyz 0 1
C 1.192 -0.260 1.309
C 0.142 0.094 0.298
C -1.225 -0.460 -0.013
C -0.147 -0.350 -1.088
C -0.295 1.114 -1.400
O -0.752 1.801 -2.256
O 0.024 1.494 -0.100
H 1.008 0.250 2.260
H 2.195 0.027 0.971
H 1.197 -1.336 1.501
H -1.998 0.303 -0.029
H -1.583 -1.464 0.166
H 0.240 -1.213 -1.619
*
```


Density functional theory data (wB97M-V/def2-TZVPD) for a cluster of 9 separate species, C26H65F3NO10PS8 in total in a non-equilibrium geometry.

Calculated values
- HOMO-LUMO gap: 8.246 eV
- LUMO energy: 0.254 eV

Geometry as ORCA input:
```
! RIJCOSX wB97M-V def2-TZVPD def2/J DEFGRID3
* xyz 0 1
C -3.508 1.151 1.778
C -3.318 0.966 0.251
C -2.391 -0.231 -0.071
C -0.904 0.207 -0.291
C -0.540 0.070 -1.774
C -0.010 -0.587 0.662
O 0.323 -1.931 0.275
C 1.570 -2.290 0.551
O 1.878 -3.356 0.835
C 2.430 -0.967 0.424
C 2.726 -0.861 -1.090
F 2.145 -1.806 -1.791
F 4.058 -1.022 -1.266
F 2.446 0.277 -1.624
C 1.399 -0.044 1.060
P 1.691 1.766 1.144
N 1.487 2.543 -0.225
H -3.429 2.190 2.078
H -2.755 0.606 2.337
H -4.491 0.801 2.082
H -4.300 0.795 -0.165
H -2.894 1.874 -0.164
H -2.500 -0.941 0.745
H -2.751 -0.650 -1.002
H -0.825 1.256 -0.014
H -1.414 0.044 -2.401
H 0.050 0.912 -2.077
H 0.036 -0.834 -1.958
H -0.567 -0.697 1.587
H 3.381 -0.950 0.934
H 1.472 -0.327 2.119
H 2.965 2.015 1.712
H 0.748 2.198 2.096
H 2.359 3.025 -0.431
C -2.403 3.498 5.187
S -0.979 3.533 4.092
O -1.107 2.388 3.150
C 0.220 3.063 5.347
H -3.290 3.727 4.598
H -2.501 2.506 5.627
H -2.278 4.251 5.965
H -0.053 2.101 5.782
H 0.255 3.833 6.119
H 1.197 2.982 4.872
C -1.691 4.668 -3.590
S -0.478 3.564 -4.320
O -0.616 2.243 -3.645
C 0.956 4.372 -3.598
H -2.683 4.321 -3.875
H -1.592 4.654 -2.508
H -1.536 5.678 -3.968
H 0.865 4.371 -2.511
H 1.023 5.393 -3.973
H 1.843 3.813 -3.894
C -7.042 -2.108 -2.910
S -5.433 -1.334 -2.651
O -5.597 -0.369 -1.532
C -5.426 -0.385 -4.174
H -7.261 -2.727 -2.042
H -7.811 -1.342 -3.016
H -7.003 -2.733 -3.803
H -6.298 0.270 -4.202
H -5.433 -1.066 -5.025
H -4.515 0.209 -4.191
C 3.377 -6.658 -3.662
S 1.736 -6.073 -4.108
O 1.664 -6.044 -5.592
C 1.985 -4.383 -3.556
H 3.458 -7.701 -3.961
H 4.131 -6.067 -4.183
H 3.509 -6.577 -2.582
H 2.832 -3.942 -4.084
H 2.163 -4.374 -2.480
H 1.084 -3.814 -3.775
C 1.741 -1.216 8.588
S 0.152 -0.650 7.968
O 0.415 0.095 6.707
C -0.129 0.572 9.257
H 2.125 -1.965 7.899
H 2.436 -0.377 8.641
H 1.607 -1.662 9.573
H 0.690 1.293 9.266
H -0.204 0.070 10.222
H -1.065 1.083 9.040
C 0.810 5.819 0.914
S -0.831 6.298 0.372
O -0.817 6.310 -1.115
C -0.725 8.009 0.919
H 0.965 4.776 0.625
H 1.555 6.452 0.431
H 0.873 5.914 1.999
H 0.121 8.499 0.436
H -0.610 8.035 2.003
H -1.648 8.513 0.639
C 5.290 -3.922 -0.083
S 6.657 -4.500 0.929
O 7.034 -3.384 1.835
C 7.868 -4.538 -0.401
H 4.417 -3.774 0.551
H 5.554 -2.974 -0.553
H 5.069 -4.672 -0.843
H 7.958 -3.546 -0.845
H 7.557 -5.264 -1.153
H 8.825 -4.839 0.021
C -2.768 -4.581 -3.671
S -1.674 -3.161 -3.524
O -2.536 -1.954 -3.478
C -1.002 -3.269 -5.190
H -3.326 -4.674 -2.741
H -3.460 -4.427 -4.501
H -2.175 -5.482 -3.833
H -1.811 -3.201 -5.917
H -0.463 -4.211 -5.310
H -0.314 -2.436 -5.329
*
```


no.,calculated total energy (Eh)
1,-12934.8156
2,-971.6917
3,-6775.0616
4,-341.7762
5,-4395.3913
6,-1909.6388
7,-344.5429
8,-5662.9602